i:
This record from the Open Molecules 2025 dataset describes a cluster of 2 separate species, C4H13N2O2 in total. The level of theory is wB97M-V/def2-TZVPD.

Output
Gap between HOMO and LUMO, eV: 9.93
E_LUMO, eV: -3.53
Charge: +1
E_HOMO, eV: -13.46
Spin multiplicity: 1

Last column: natural (NBO) charge in e.
Atoms and positions in Å:
N (-0.34464, -0.98432, 2.48311)  -0.8350
C (-1.21168, -0.82842, 1.32306)  -0.3001
C (-0.43151, -1.37244, 0.07950)  0.7240
N (-0.40517, -0.83395, -1.11579)  -0.3397
C (-1.57477, -0.08572, -1.55206)  -0.4495
C (0.73724, -1.16611, -2.04016)  -0.4039
O (0.26758, -2.39972, 0.37043)  -0.6139
H (0.13216, -2.84749, 1.21894)  0.5536
H (-0.86659, -0.87666, 3.34283)  0.3982
H (0.35519, -0.25231, 2.43370)  0.3770
H (-1.43388, 0.21621, 1.06090)  0.2120
H (-2.06924, -1.49121, 1.40499)  0.2419
H (-2.54458, -0.61097, -1.44199)  0.2403
H (-1.59089, 0.96924, -1.23671)  0.2406
H (-1.47986, -0.08014, -2.65194)  0.2443
H (1.39674, -1.76949, -1.44351)  0.2409
H (0.22821, -1.76527, -2.80510)  0.2291
H (1.15498, -0.21200, -2.36754)  0.2403
H (3.34538, 6.00258, 0.25115)  0.4655
H (2.20241, 6.34564, 1.11408)  0.4653
O (2.39662, 6.14383, 0.17762)  -0.9308

ii:
This record from the Open Molecules 2025 dataset describes a cluster of 2 separate species, C4H13N2O2 in total. The level of theory is wB97M-V/def2-TZVPD.

Output
Gap between HOMO and LUMO, eV: 10.32
E_LUMO, eV: -2.94
Charge: +1
E_HOMO, eV: -13.25
Spin multiplicity: 1

Last column: natural (NBO) charge in e.
Atoms and positions in Å:
N (-0.62721, -0.99141, 0.15681)  -0.6744
C (0.85927, -1.00088, 0.01810)  -0.2513
C (1.65170, -0.03566, 0.89326)  -0.2694
N (1.62879, 1.20862, 0.23538)  -0.6456
C (0.65526, 2.20446, 0.60893)  -0.3443
C (-0.35480, 2.52428, -0.38430)  0.4482
O (-0.96110, 1.65738, -0.95958)  -0.5590
H (-1.10101, -1.71414, -0.25170)  0.4446
H (-0.89675, -0.09746, -0.26558)  0.4662
H (-0.83054, -1.12500, 1.10073)  0.4239
H (1.24466, -2.00538, 0.36675)  0.2245
H (1.14773, -0.86215, -1.05862)  0.2531
H (2.69052, -0.47577, 1.06322)  0.2594
H (1.47360, -0.08104, 2.03417)  0.2110
H (2.52919, 1.69903, 0.12161)  0.4063
H (0.03986, 1.79510, 1.43249)  0.2189
H (1.07154, 3.22866, 1.05298)  0.2273
H (-0.52474, 3.53420, -0.79757)  0.1576
H (-3.18992, -4.16401, -0.94452)  0.4998
H (-1.65796, -4.51454, -1.02796)  0.4766
O (-2.27338, -4.01878, -0.58882)  -0.9732

iii:
This record from the Open Molecules 2025 dataset describes a cluster of 3 separate species, C4H13N2O2 in total. The level of theory is wB97M-V/def2-TZVPD.

Output
Gap between HOMO and LUMO, eV: 5.79
E_LUMO, eV: -7.73
Charge: +1
E_HOMO, eV: -13.52
Spin multiplicity: 1

Last column: natural (NBO) charge in e.
Atoms and positions in Å:
O (0.66603, 1.74191, 1.61293)  -0.5101
C (0.24765, 1.41772, 0.40056)  0.7049
N (0.34383, 2.46989, -0.59723)  -0.8372
C (-0.14547, 0.13163, 0.00328)  0.1148
N (-1.15807, -0.08433, 2.04201)  -1.0717
C (0.24389, -2.42357, 0.68944)  -0.5776
C (0.76742, -0.97241, 0.31173)  -0.4942
H (1.27214, 2.88465, -0.64367)  0.4291
H (-0.27157, 3.10479, -0.23414)  0.4043
H (-0.89146, 0.08096, -0.80363)  0.2873
H (-2.06197, -0.08913, 1.49885)  0.3584
H (-1.45748, -0.20760, 3.03844)  0.4317
H (-0.08511, 1.20194, 1.98010)  0.5237
H (0.46308, -2.60659, 1.73296)  0.2377
H (-0.86353, -2.42345, 0.70242)  0.2283
H (0.62462, -3.21871, 0.07133)  0.2412
H (1.58751, -0.92848, -0.39374)  0.2751
H (1.25109, -0.76241, 1.24814)  0.2527
H (-0.64569, -0.29261, -4.46723)  0.4713
H (0.13871, 0.90486, -4.29556)  0.4712
O (-0.02559, 0.07095, -3.89700)  -0.9408

Which one sits at the bottom of the stability order? iii does.

i:
This record from the Open Molecules 2025 dataset describes a cluster of 2 separate species, CH3N3O in total. The level of theory is wB97M-V/def2-TZVPD.

Output
Gap between HOMO and LUMO, eV: 10.23
SMILES: [H]/N=N\[H].N=C=O
E_LUMO, eV: 0.66
E_HOMO, eV: -9.57
Spin multiplicity: 1

Last column: natural (NBO) charge in e.
Atoms and positions in Å:
H (1.47128, 0.66161, 0.76064)  0.2941
N (1.44455, 0.45812, -0.16015)  -0.2868
N (1.88752, -0.66911, -0.44667)  -0.2681
H (2.16857, -1.36108, 0.45176)  0.2565
N (-1.25569, 0.67473, 0.01902)  -0.7951
C (-1.97089, -0.25233, -0.22202)  0.8681
O (-2.68562, -1.15220, -0.29809)  -0.5136
H (-1.05971, 1.64026, -0.10448)  0.4450

ii:
This record from the Open Molecules 2025 dataset describes the molecule CH3N3O. The level of theory is wB97M-V/def2-TZVPD.

Output
Gap between HOMO and LUMO, eV: 8.44
E_LUMO, eV: -0.08
E_HOMO, eV: -8.52
Spin multiplicity: 1

Last column: natural (NBO) charge in e.
Atoms and positions in Å:
C (-0.55515, 0.17791, 0.00790)  -0.2069
N (-0.74962, -2.09491, -0.11513)  -0.1866
N (-1.98445, -0.08494, 0.42720)  0.1620
N (-0.02051, -1.16070, 0.05370)  -0.2342
O (-2.83116, 0.48271, -0.22105)  -0.2653
H (-0.50068, 0.58500, -1.00748)  0.2099
H (-0.08510, 0.85902, 0.72443)  0.2084
H (1.00896, -1.24898, 0.26998)  0.3126

iii:
This record from the Open Molecules 2025 dataset describes a cluster of 2 separate species, CH3N3O in total. The level of theory is wB97M-V/def2-TZVPD.

Output
Gap between HOMO and LUMO (spin up / spin down), eV: 10.07 / 10.06
SMILES: C=[NH+][O-].N#N
E_LUMO (spin up / spin down), eV: 0.93 / 0.93
E_HOMO (spin up / spin down), eV: -9.14 / -9.14
Spin multiplicity: 1

Last column: natural (NBO) charge in e.
Atoms and positions in Å:
C (-0.80257, 0.30686, 0.24663)  -0.2075
N (0.28822, 0.96908, 0.08703)  -0.0138
O (1.31372, 0.77011, -0.59925)  -0.5184
H (-1.42700, 0.68042, 1.02288)  0.1898
H (-1.13445, -0.51734, -0.35136)  0.2095
H (0.31661, 1.81765, 0.66383)  0.3488
N (0.89845, -2.30424, -0.96599)  0.0194
N (0.54701, -1.72255, -0.10378)  -0.0278

Which one sits at the bottom of the stability order? ii does.

i:
This record from the Open Molecules 2025 dataset describes a cluster of 8 separate species, H14IO7 in total. The level of theory is wB97M-V/def2-TZVPD.

Output
Gap between HOMO and LUMO, eV: 8.70
E_LUMO, eV: 2.91
Charge: -1
E_HOMO, eV: -5.79
Spin multiplicity: 1

Last column: natural (NBO) charge in e.
Atoms and positions in Å:
I (0.61053, -0.29836, 0.24898)  -0.9117
O (1.35968, 0.49121, -3.30849)  -0.9696
H (1.08722, 0.24653, -2.40901)  0.4913
H (0.57004, 0.87970, -3.69567)  0.4665
O (-0.06808, -1.67137, 3.56549)  -0.9720
H (-0.16038, -1.42441, 2.63068)  0.4812
H (0.17548, -0.84162, 3.99408)  0.4767
O (-1.79200, 1.48250, -1.89738)  -0.9556
H (-0.94444, 1.93558, -1.95159)  0.4628
H (-1.81126, 1.15372, -0.98738)  0.4862
O (0.81589, 1.35934, 3.53977)  -0.9684
H (0.73050, 0.99032, 2.64473)  0.4945
H (0.05219, 1.93650, 3.63196)  0.4602
O (-1.53384, -2.38598, -2.10989)  -0.9526
H (-1.00051, -3.13551, -1.82969)  0.4609
H (-1.33203, -1.71008, -1.44700)  0.4863
O (3.89829, 0.22434, -1.16459)  -0.9671
H (3.68760, -0.04230, -2.06540)  0.4691
H (3.11151, -0.03621, -0.65631)  0.4860
O (-2.81904, 0.08946, 0.99028)  -0.9674
H (-2.74345, 0.95265, 1.40795)  0.4587
H (-1.89389, -0.19600, 0.86848)  0.4843

ii:
This record from the Open Molecules 2025 dataset describes a cluster of 8 separate species, H14IO7 in total. The level of theory is wB97M-V/def2-TZVPD.

Output
Gap between HOMO and LUMO, eV: 8.45
E_LUMO, eV: 2.98
Charge: -1
E_HOMO, eV: -5.47
Spin multiplicity: 1

Last column: natural (NBO) charge in e.
Atoms and positions in Å:
I (0.33714, 0.32794, -0.32934)  -0.9499
O (-3.46206, -0.13179, -0.33453)  -1.0023
H (-2.55834, 0.25827, -0.00571)  0.5118
H (-3.66166, 0.14339, -1.26489)  0.4785
O (-0.11757, 3.83157, 0.27411)  -0.9280
H (-0.01692, 2.99392, 0.32325)  0.4675
H (-0.81608, 4.09449, 0.86816)  0.4553
O (-1.97510, -2.57630, 0.37254)  -0.9589
H (-2.82470, -2.11672, 0.62506)  0.4771
H (-1.55696, -1.91802, -0.12021)  0.4760
O (0.44795, 2.41169, -3.71140)  -0.9738
H (-0.12856, 1.84854, -4.25066)  0.4620
H (0.36607, 2.10163, -2.74126)  0.5051
O (1.85031, -3.10121, -1.04570)  -0.9341
H (1.56690, -3.69919, -0.28288)  0.4611
H (1.55493, -2.32241, -0.79374)  0.4700
O (3.66729, 0.12985, 1.39166)  -0.9902
H (2.76788, 0.04039, 1.04009)  0.5075
H (4.38738, -0.14727, 0.85772)  0.4712
O (-0.24856, -0.70130, 3.09063)  -0.9598
H (-0.07599, -0.56351, 2.27295)  0.4764
H (0.49665, -0.90394, 3.76413)  0.4773

Which one sits at the bottom of the stability order? ii does.

i:
This record from the Open Molecules 2025 dataset describes the molecule C5H6S. The level of theory is wB97M-V/def2-TZVPD.

Output
Gap between HOMO and LUMO, eV: 8.37
SMILES: S=C1C=CCC1
E_LUMO, eV: 0.12
E_HOMO, eV: -8.26
Spin multiplicity: 1

Last column: natural (NBO) charge in e.
Atoms and positions in Å:
S (0.42758, -0.60496, -1.79514)  0.1022
C (0.28753, -0.14295, -0.37725)  -0.1807
C (-0.25894, -1.04050, 0.57675)  -0.2787
C (-0.78441, -0.34449, 1.58827)  -0.0860
C (-0.54965, 1.21225, 1.58632)  -0.4582
C (0.36566, 1.30705, 0.25000)  -0.4215
H (-0.43345, -1.97537, 0.38282)  0.2137
H (-1.33700, -0.89302, 2.30048)  0.2009
H (0.14881, 1.41206, 2.40820)  0.2232
H (-1.29569, 1.80343, 1.93226)  0.2329
H (1.60179, 1.32635, 0.32792)  0.2324
H (0.11313, 2.05767, -0.37398)  0.2198

ii:
This record from the Open Molecules 2025 dataset describes the molecule C5H6S. The level of theory is wB97M-V/def2-TZVPD.

Output
Gap between HOMO and LUMO, eV: 8.46
E_LUMO, eV: -0.49
E_HOMO, eV: -8.96
Spin multiplicity: 1

Last column: natural (NBO) charge in e.
Atoms and positions in Å:
C (0.92116, -1.40454, -0.07943)  -0.5834
C (2.07160, -1.18115, -0.65252)  0.1496
C (-0.11370, -0.60366, 0.69228)  -0.4160
C (-0.89899, 0.51359, -0.02319)  -0.4804
C (-0.09218, 1.61651, -0.61866)  -0.2353
S (1.51764, 1.43480, -0.79403)  0.1626
H (0.74495, -2.48229, -0.06696)  0.2693
H (-0.84403, -1.29896, 1.11284)  0.2235
H (0.42650, -0.13789, 1.52233)  0.2266
H (-1.55259, 0.11078, -0.81086)  0.2387
H (-1.56579, 0.95234, 0.72901)  0.2358
H (-0.61458, 2.48046, -1.01080)  0.2089

iii:
This record from the Open Molecules 2025 dataset describes the molecule C5H6S. The level of theory is wB97M-V/def2-TZVPD.

Output
Gap between HOMO and LUMO, eV: 9.79
SMILES: C#C[C@H]1S[C@@H]1C
E_LUMO, eV: 0.76
E_HOMO, eV: -9.03
Spin multiplicity: 1

Last column: natural (NBO) charge in e.
Atoms and positions in Å:
C (2.85714, -0.10091, -0.38269)  -0.2503
C (1.81473, 0.50549, 0.35054)  -0.0012
C (0.41613, 0.80548, 0.75208)  -0.4529
S (-0.38722, 1.95493, -0.27687)  0.2532
C (-0.55319, 0.17418, -0.34393)  -0.2997
C (-1.80930, -0.71215, -0.04992)  -0.6224
H (3.80862, -0.20246, -0.79451)  0.2283
H (0.14580, 0.75475, 1.73857)  0.2419
H (0.10888, -0.52611, -1.08334)  0.2404
H (-2.59715, -0.60638, -0.88740)  0.2302
H (-1.43587, -1.73234, -0.01223)  0.2227
H (-2.36858, -0.31448, 0.98969)  0.2098

Which one sits at the bottom of the stability order? iii does.

i:
This record from the Open Molecules 2025 dataset describes a cluster of 2 separate species, C2H4N2OS in total. The level of theory is wB97M-V/def2-TZVPD.

Output
Gap between HOMO and LUMO, eV: 10.09
SMILES: N#CC(N)=O.S
E_LUMO, eV: 0.18
E_HOMO, eV: -9.91
Spin multiplicity: 1

Last column: natural (NBO) charge in e.
Atoms and positions in Å:
N (-1.79506, -0.97164, 2.77898)  -0.2477
C (-1.37452, -0.44515, 1.83594)  0.1621
C (-1.01374, 0.21229, 0.56373)  0.5763
N (-0.02634, 1.10466, 0.69054)  -0.7753
O (-1.35359, -0.26533, -0.50070)  -0.5303
H (0.17209, 1.58468, -0.20890)  0.4112
H (-0.06063, 1.79941, 1.44978)  0.4020
S (1.79972, -0.46083, -2.49414)  -0.2482
H (2.64501, -1.14239, -1.90450)  0.1141
H (1.00706, -1.41570, -2.21074)  0.1359

ii:
This record from the Open Molecules 2025 dataset describes a cluster of 2 separate species, C2H4N2OS in total. The level of theory is wB97M-V/def2-TZVPD.

Output
Gap between HOMO and LUMO (spin up / spin down), eV: 5.20 / 5.20
E_LUMO (spin up / spin down), eV: -1.87 / -1.87
E_HOMO (spin up / spin down), eV: -7.06 / -7.07
Spin multiplicity: 1

Last column: natural (NBO) charge in e.
Atoms and positions in Å:
C (2.23418, 0.62579, 0.13402)  0.6657
C (-1.10809, -0.01178, -0.02351)  0.2360
N (-0.72988, -1.24851, -0.40848)  -0.8092
N (-0.25316, 0.78814, 0.54057)  -0.8734
O (2.31711, -0.36573, -0.46062)  -0.3071
S (-2.70192, 0.31801, -0.29910)  -0.3614
H (2.07620, 1.51149, 0.69081)  0.2992
H (0.16845, -1.66573, -0.06095)  0.3726
H (-1.40798, -1.70768, -0.84596)  0.4008
H (-0.59490, 1.75599, 0.73322)  0.3768

Which one sits at the bottom of the stability order? ii does.

i:
This record from the Open Molecules 2025 dataset describes the molecule C2H4N2OS. The level of theory is wB97M-V/def2-TZVPD.

Output
Gap between HOMO and LUMO, eV: 9.25
SMILES: C=NO/C=N\S
E_LUMO, eV: 0.70
E_HOMO, eV: -8.55
Spin multiplicity: 1

Last column: natural (NBO) charge in e.
Atoms and positions in Å:
C (-1.84615, -0.79400, -0.00363)  -0.1047
N (-0.59512, -0.52803, 0.08927)  -0.1296
O (-0.43474, 0.84408, -0.05308)  -0.3913
C (0.86088, 1.34414, -0.02621)  0.3760
N (2.01790, 0.81564, 0.09794)  -0.6395
S (2.54346, -0.76688, -0.02590)  0.2111
H (-2.12798, -1.83922, 0.00535)  0.1967
H (-2.60034, -0.04356, -0.05756)  0.1855
H (0.78538, 2.44612, -0.00771)  0.1806
H (1.39673, -1.47831, -0.01848)  0.1151

ii:
This record from the Open Molecules 2025 dataset describes the molecule C2H4N2OS. The level of theory is wB97M-V/def2-TZVPD.

Output
Gap between HOMO and LUMO, eV: 8.81
SMILES: [H]/N=C(/N)C(O)=S
E_LUMO, eV: -0.36
E_HOMO, eV: -9.17
Spin multiplicity: 1

Last column: natural (NBO) charge in e.
Atoms and positions in Å:
H (-1.92173, -0.02955, 0.78643)  0.3355
N (-1.35863, 0.65420, 0.31893)  -0.7043
C (-0.20221, 0.36971, -0.04666)  0.3531
N (0.55977, 1.31468, -0.61519)  -0.7900
C (0.51907, -0.99659, 0.09641)  0.1606
O (-0.27144, -2.03039, 0.33786)  -0.6179
S (2.13849, -1.10691, 0.10330)  -0.0346
H (0.19948, 2.26668, -0.56281)  0.4001
H (1.55111, 1.25019, -0.70570)  0.4139
H (-1.21391, -1.69200, 0.28742)  0.4836

iii:
This record from the Open Molecules 2025 dataset describes the molecule C2H4N2OS. The level of theory is wB97M-V/def2-TZVPD.

Output
Gap between HOMO and LUMO, eV: 9.64
SMILES: [H]/N=C(/N)C(=O)S
E_LUMO, eV: -0.06
E_HOMO, eV: -9.71
Spin multiplicity: 1

Last column: natural (NBO) charge in e.
Atoms and positions in Å:
H (1.72029, -0.88142, 0.99569)  0.3553
N (1.43404, 0.06780, 1.22097)  -0.6925
C (0.33868, 0.49830, 0.82833)  0.3336
N (-0.20130, 1.61512, 1.41371)  -0.7960
C (-0.54588, -0.05870, -0.26526)  0.3531
O (-1.73924, 0.18481, -0.27396)  -0.5292
S (0.27030, -1.09986, -1.45828)  0.0297
H (-1.20432, 1.60182, 1.33116)  0.4018
H (0.18903, 1.87771, 2.32928)  0.4028
H (1.49812, -0.89680, -0.95318)  0.1415

iv:
This record from the Open Molecules 2025 dataset describes the molecule C2H4N2OS. The level of theory is wB97M-V/def2-TZVPD.

Output
Gap between HOMO and LUMO, eV: 9.30
SMILES: N/N=C/SC=O
E_LUMO, eV: 0.40
E_HOMO, eV: -8.91
Spin multiplicity: 1

Last column: natural (NBO) charge in e.
Atoms and positions in Å:
N (1.34025, -0.01421, 1.60447)  -0.6489
N (0.63963, -0.08743, 0.34974)  -0.2905
C (-0.56266, -0.62164, 0.33388)  -0.1607
S (-1.79224, -0.36568, -0.91457)  0.2682
C (-0.88033, 0.76623, -1.95233)  0.2632
O (-1.60366, 1.00039, -2.89871)  -0.5158
H (2.31641, 0.12140, 1.41506)  0.3648
H (1.30447, -0.95126, 2.23656)  0.3389
H (-0.86024, -0.92836, 1.41633)  0.1826
H (0.09837, 1.08056, -1.59043)  0.1982

Which one sits at the bottom of the stability order? i does.